No. 1
DFT (the ωB97M-V functional and the def2-TZVPD basis) results for a structure of composition C33H43N5NiP2 at a distorted geometry.

```
84
Properties=species:S:1:pos:R:3
Ni -0.85183 -0.39872 1.67415
C 4.65706 -0.52892 -0.28210
C 3.71065 0.41883 -0.33844
C 2.35829 0.00885 -0.79246
C 2.21985 -1.55921 -0.86568
C 2.41055 -2.18518 -2.24395
C 3.44936 -1.97542 -3.06451
C 4.57896 -0.97027 -2.89729
C 5.34840 -0.96752 -1.56549
C -1.82487 -2.05841 2.57248
H 4.85497 -1.10828 0.62550
H 3.88652 1.51276 -0.36053
H 2.12491 0.46192 -1.77277
H 1.59404 0.39976 -0.08791
H 3.00755 -2.06085 -0.26607
H 1.26245 -1.84861 -0.40934
H 1.76029 -3.06262 -2.41369
H 3.57462 -2.55882 -3.98351
H 4.15255 0.03794 -3.07808
H 5.30491 -1.13741 -3.74005
H 5.78012 -1.94242 -1.32632
H 6.21296 -0.29653 -1.76658
H -1.23874 -2.42343 3.44188
H -1.91071 -2.90916 1.85167
H -2.85986 -1.88349 2.94331
P -1.93212 -1.10546 -0.32184
P -0.66875 2.15795 1.18319
N -1.36250 -1.71648 -2.10588
N -3.66908 -1.09030 -0.75096
N 0.12968 2.90657 -0.42548
N -1.44660 3.82997 1.56218
C -1.58264 0.60664 -0.78556
C -2.11590 1.54460 0.29926
C -1.41554 -3.06032 -2.49850
C -1.18247 -3.18518 -3.87857
C -1.00074 -1.86158 -4.36858
C -1.11190 -0.99761 -3.26833
C -4.60680 -2.06954 -0.37277
C -5.80574 -1.84878 -1.05859
C -5.60998 -0.71096 -1.91334
C -4.28765 -0.30711 -1.74293
C 1.38479 3.53079 -0.26489
C 1.85092 3.94891 -1.51082
C 0.84836 3.62181 -2.45643
C -0.19612 3.01343 -1.77324
C -1.42904 5.01792 0.81615
C -2.53829 5.79800 1.11806
C -3.25017 5.09769 2.13648
C -2.56962 3.91506 2.39087
H -1.96974 0.87113 -1.77612
H -0.48128 0.63001 -0.87741
H -2.70569 2.36088 -0.12734
H -2.76192 1.01674 1.03158
H -1.59639 -3.83770 -1.77387
H -1.12790 -4.09953 -4.47424
H -0.77842 -1.54968 -5.38486
H -1.01180 0.08724 -3.29265
H -4.35157 -2.82892 0.33787
H -6.72786 -2.40624 -0.96008
H -6.35372 -0.23952 -2.54916
H -3.73244 0.47211 -2.23925
H 1.80516 3.67242 0.72391
H 2.81004 4.41058 -1.68134
H 0.86070 3.80049 -3.51511
H -1.13097 2.66203 -2.18592
H -0.62433 5.22717 0.13183
H -2.78970 6.74255 0.64591
H -4.14982 5.41994 2.63034
H -2.79296 3.12061 3.09089
C 1.11216 -3.32019 2.35082
C 1.47500 -2.07394 3.00334
C 2.67070 -1.97381 3.76593
C 2.40293 -1.02208 4.74519
C 1.10074 -0.50807 4.48080
C 0.27824 0.07918 5.54435
N 0.62477 -1.00408 3.27832
H 1.14008 -3.21903 1.26049
H 0.13685 -3.73263 2.64687
H 1.89696 -4.04503 2.58396
H 3.52926 -2.61564 3.58394
H 2.98076 -0.76554 5.62289
H 0.41744 -0.53711 6.45805
H 0.64002 1.08972 5.75011
H -0.79043 0.11511 5.30629
```

multiplicity: 3
gap between HOMO and LUMO (spin up / spin down): 2.9 / 2.9 eV
total energy: -3747.57598 Eh
expectation value of S²: 2.03
E_LUMO (spin up / spin down): -3.1 / -3.1 eV
M: 630.383 g mol⁻¹
relative energy (zero: lowest compared OMol25 entry of this formula, charge and spin): 157.48 kcal per mole

***

No. 2
DFT (the ωB97M-V functional and the def2-TZVPD basis) results for a structure of composition C33H44AuN4P2SSi2 at a distorted geometry.

```
87
Properties=species:S:1:pos:R:3
Au 1.12285 0.03161 -1.27314
C -2.41790 1.11022 -4.12983
Si -0.95696 2.02904 -3.40497
C 0.48127 1.99768 -4.57568
C -1.41186 3.79741 -3.05262
N -0.46047 1.22729 -1.92096
P -1.19737 1.17798 -0.49223
C -0.63949 -0.28557 0.29641
P 0.74572 -0.64444 1.31083
N 1.95689 -1.02981 0.32303
Si 3.31221 -2.10958 0.60995
C 4.55541 -1.83784 -0.74004
C 2.71912 -3.88939 0.57939
C 4.07853 -1.72190 2.25970
C 1.20661 0.68117 2.44172
C 0.34528 1.03139 3.48210
C 0.71057 2.02001 4.38168
C 1.93188 2.66708 4.24255
C 2.78190 2.33814 3.19724
C 2.42092 1.34529 2.29634
C 0.24301 -2.03153 2.35354
C 0.62538 -2.16317 3.68824
C 0.25404 -3.28612 4.41356
C -0.49602 -4.28606 3.81168
C -0.88624 -4.16286 2.48320
C -0.52039 -3.04150 1.75669
C -2.98698 1.02674 -0.65660
C -3.83135 2.13797 -0.66301
C -5.19281 1.97845 -0.87166
C -5.72032 0.71118 -1.07892
C -4.88834 -0.40139 -1.07051
C -3.52676 -0.24666 -0.86084
C -0.92554 2.68787 0.45792
C -1.70973 2.95473 1.58084
C -1.52118 4.12568 2.29720
C -0.54581 5.03136 1.90170
C 0.25057 4.76262 0.79797
C 0.06101 3.59279 0.07475
H -2.34216 1.07225 -5.22130
H -3.36262 1.60399 -3.88419
H -2.47806 0.08746 -3.74868
H 0.17990 2.41611 -5.54165
H 0.87016 0.99222 -4.74468
H 1.30599 2.60574 -4.19199
H -1.85656 4.24989 -3.94399
H -0.52971 4.38173 -2.78164
H -2.13593 3.88450 -2.24015
H 4.12111 -1.91403 -1.73826
H 5.35451 -2.58206 -0.65500
H 5.01416 -0.84836 -0.65665
H 1.76984 -3.99355 0.04600
H 2.55866 -4.27276 1.59114
H 3.46496 -4.53197 0.09937
H 4.63078 -0.78025 2.22632
H 4.77622 -2.51439 2.54618
H 3.32568 -1.64313 3.04693
H -0.61035 0.52871 3.58719
H 0.04371 2.28451 5.19285
H 2.22071 3.43118 4.95355
H 3.73058 2.84829 3.08860
H 3.07482 1.08121 1.47382
H 1.20859 -1.38684 4.16705
H 0.54575 -3.37651 5.45194
H -0.78114 -5.16220 4.38045
H -1.48050 -4.93965 2.01889
H -0.83098 -2.92477 0.72557
H -3.42917 3.12862 -0.49458
H -5.84377 2.84309 -0.86536
H -6.78379 0.59069 -1.24231
H -5.30335 -1.38936 -1.22371
H -2.86903 -1.10677 -0.83905
H -2.47133 2.24796 1.89161
H -2.13781 4.33356 3.16295
H -0.40725 5.95106 2.45645
H 1.01175 5.46956 0.49283
H 0.67632 3.37315 -0.78970
C 0.34358 -4.52628 -2.58013
N 1.21497 -3.36426 -2.60622
C 0.98108 -2.25762 -3.29328
N -0.16059 -2.15608 -3.97060
S 2.14883 -0.98385 -3.33660
H 0.83052 -5.31044 -2.00845
H 0.16496 -4.90105 -3.59000
H -0.61203 -4.29460 -2.10343
H 2.08713 -3.38641 -2.10115
H -0.86646 -2.87289 -3.96376
H -0.33029 -1.31123 -4.49038
```

gap between HOMO and LUMO (spin up / spin down): 6.8 / 6.8 eV
total energy: -3298.39853 Eh
E_LUMO (spin up / spin down): -3.9 / -3.9 eV
M: 843.897 g mol⁻¹
charge: +1

***

No. 3
DFT (the ωB97M-V functional and the def2-TZVPD basis) results for a cluster of 8 separate species, C33H44BBrF7NO26S in total at a distorted geometry.

```
114
Properties=species:S:1:pos:R:3
C -0.65432 -0.19452 0.53902
C -1.65976 -0.32998 -0.62348
B -1.55919 -1.67229 -1.45476
O -2.57672 -2.58455 -1.37077
C -0.32621 -2.03754 -2.45465
C 1.04339 -1.59293 -1.90980
C 1.45998 -0.12282 -2.19159
C 2.63078 0.06404 -3.16871
N 3.69017 -0.89146 -3.29713
O 2.63475 1.02832 -3.84089
C -0.28969 -3.62619 -2.51804
C -1.17121 -4.25317 -3.61892
C -0.74376 -5.73054 -3.91710
C 0.62963 -5.84563 -4.63897
C 1.60010 -6.75597 -3.85182
Br 0.41919 -6.45470 -6.49131
C -1.09983 -3.53889 -4.96849
O -1.76249 -2.26152 -4.84494
S -0.74484 -1.30033 -4.03785
O -1.46380 -0.09183 -3.80334
O 0.41101 -1.07122 -4.85195
H -0.92055 0.64855 1.17700
H -0.60163 -1.08187 1.17831
H 0.36420 -0.00935 0.20639
H -2.66085 -0.32019 -0.16830
H -1.64226 0.54999 -1.26892
H -2.94885 -2.58350 -0.47882
H 1.03163 -1.80098 -0.83799
H 1.83064 -2.23362 -2.30978
H 1.81694 0.29512 -1.23893
H 0.65119 0.52076 -2.52723
H 3.37251 -1.58139 -3.97807
H 3.81549 -1.40246 -2.42510
H -0.56145 -4.04804 -1.56634
H 0.74260 -3.93764 -2.68643
H -2.21917 -4.27522 -3.31996
H -1.51707 -6.11121 -4.58502
H -0.70184 -6.30009 -2.99546
H 1.14170 -4.88902 -4.69151
H 1.09446 -7.60759 -3.40593
H 2.40839 -7.02995 -4.53058
H 2.03163 -6.11857 -3.08474
H -1.70019 -4.12937 -5.66283
H -0.10543 -3.46525 -5.40702
C 2.57030 4.35877 0.03446
C 3.80220 3.53865 -0.24103
O 3.77022 2.56963 0.79365
C 2.45406 2.38645 1.11116
O 2.03631 1.46974 1.73754
O 1.68830 3.38171 0.60435
F 4.93478 4.27931 -0.11450
H 2.75013 5.15265 0.76080
H 2.14306 4.79519 -0.86457
H 3.80451 3.03614 -1.21095
C -1.28322 -6.54771 1.53354
C 0.07302 -7.07734 1.92139
O 0.74244 -7.16098 0.67750
C 0.19960 -6.19710 -0.12173
O 0.68520 -5.80734 -1.13001
O -0.96938 -5.73798 0.39571
F -0.01250 -8.32105 2.46009
H -1.96751 -7.34372 1.23626
H -1.74749 -5.95723 2.31961
H 0.63524 -6.42869 2.59540
C -1.62473 7.32454 1.78348
C -1.31157 6.01239 1.11499
O 0.04333 6.17627 0.72605
C 0.59884 7.03802 1.62948
O 1.76735 7.19115 1.77075
O -0.35388 7.68149 2.34180
F -2.06747 5.82651 0.00506
H -1.93781 8.08910 1.07276
H -2.37671 7.23383 2.55322
H -1.40054 5.13929 1.76424
C -5.60951 8.35272 5.68954
C -4.25970 7.78276 6.03608
O -3.64366 7.66027 4.76131
C -4.18689 8.63108 3.97149
O -3.72636 8.98561 2.93599
O -5.31362 9.13708 4.52463
F -4.36396 6.55472 6.59297
H -6.33248 7.58154 5.43053
H -6.02247 8.96955 6.48338
H -3.64773 8.41953 6.67726
C -8.71177 7.33101 1.85451
C -8.69868 8.81758 2.10121
O -9.10251 8.90808 3.45777
C -8.69621 7.75710 4.06203
O -8.62718 7.60324 5.23679
O -8.36788 6.81291 3.14413
F -9.60528 9.45856 1.32754
H -9.70034 6.96900 1.56877
H -7.99021 7.02108 1.10252
H -7.72116 9.28858 1.98066
C 2.40427 -10.33229 3.19299
C 2.47923 -11.41160 2.14498
O 3.20604 -12.43207 2.80256
C 2.94102 -12.30210 4.13902
O 3.16375 -13.13092 4.95154
O 2.37876 -11.09077 4.40434
F 3.17842 -11.00260 1.05796
H 3.28583 -9.68828 3.18635
H 1.51549 -9.71546 3.09798
H 1.51039 -11.80111 1.82625
C 7.78436 3.65556 -1.42099
C 8.09980 2.33684 -2.07700
O 9.46227 2.48459 -2.43205
C 10.01108 3.34676 -1.52254
O 11.17249 3.49428 -1.35389
O 9.04087 4.00541 -0.83370
F 7.36829 2.15309 -3.20257
H 7.49613 4.41873 -2.14590
H 7.00861 3.57469 -0.66680
H 7.98523 1.46819 -1.42539
```

gap between HOMO and LUMO: 9.5 eV
SMILES string: CCB(O)[C@@]1(CCC(N)=O)C[C@H](C[C@@H](C)Br)COS1(=O)=O.O=C1OC[C@@H](F)O1.O=C1OC[C@@H](F)O1.O=C1OC[C@@H](F)O1.O=C1OC[C@@H](F)O1.O=C1OC[C@@H](F)O1.O=C1OC[C@@H](F)O1.O=C1OC[C@@H](F)O1
total energy: -6991.10105 Eh
E_LUMO: -0.4 eV
M: 1126.465 g mol⁻¹

***

No. 4
DFT (the ωB97M-V functional and the def2-TZVPD basis) results for a structure of composition C33H44Cl2N5O3SbSi3Ti.

```
92
Properties=species:S:1:pos:R:3
Ti 0.83640 0.12158 -0.49385
Cl -1.58199 -6.29160 -1.09711
C -1.50396 -4.57057 -1.15612
C -0.26064 -3.95938 -1.02979
C -0.17889 -2.57900 -1.07688
N 1.01232 -1.81916 -1.02891
C 2.10874 -2.15396 -1.76214
O 2.62174 -3.22831 -1.96335
C 2.58264 -0.92630 -2.55309
C 3.49616 -1.04156 -3.58360
C 3.60631 0.01738 -4.47400
C 2.81981 1.14793 -4.30171
C 1.94790 1.19368 -3.22808
N 1.85400 0.17912 -2.36999
C -1.34507 -1.81009 -1.22864
C -2.57372 -2.42086 -1.36952
C -2.65364 -3.80693 -1.32508
Cl -4.20469 -4.54918 -1.47656
N -1.07724 -0.42016 -1.31302
C -1.47090 0.56524 -0.55476
O -0.62542 1.55717 -0.51433
C -2.64337 0.58092 0.36873
C -3.47109 1.68672 0.44650
C -4.54248 1.63228 1.32615
C -4.71948 0.49300 2.09224
C -3.81348 -0.54978 1.96035
N -2.79049 -0.51822 1.11087
H 0.62988 -4.55940 -0.91193
H 4.04536 -1.96521 -3.70065
H 4.29367 -0.04815 -5.30819
H 2.86298 1.97661 -4.99401
H 1.30501 2.04696 -3.05481
H -3.47365 -1.83848 -1.51236
H -3.27807 2.55866 -0.16366
H -5.22536 2.46744 1.41251
H -5.54183 0.40169 2.78819
H -3.91691 -1.44728 2.55995
O 0.06084 -1.03276 1.47357
C -0.09055 -0.86952 2.88522
C -0.56574 0.50864 3.26154
C -1.28721 0.70449 4.43384
C -1.66717 1.99182 4.77037
C -1.33228 3.03043 3.91383
C -0.62472 2.72912 2.76337
N -0.22970 1.49703 2.44087
H -0.82688 -1.29138 1.16291
H 0.87620 -1.06735 3.34134
H -0.78183 -1.62665 3.25856
H -1.54841 -0.13727 5.06405
H -2.22582 2.18049 5.67813
H -1.61622 4.05095 4.13267
H -0.35516 3.50705 2.06114
C 5.66391 1.88063 -2.21723
Si 5.44037 1.54195 -0.39267
C 5.96305 -0.22934 -0.07961
C 6.55152 2.79188 0.46729
Sb 3.03364 1.73488 0.51804
Si 2.72626 4.25029 0.22431
C 3.72150 5.18340 1.50106
C 0.92699 4.76313 0.30986
C 3.35278 4.60654 -1.51976
Si 3.67686 1.17400 2.94503
C 3.56399 -0.69879 3.02429
C 2.55311 2.01035 4.18598
C 5.43889 1.60312 3.40255
H 6.69446 1.56836 -2.42751
H 5.58990 2.93906 -2.46802
H 5.00908 1.31011 -2.87204
H 7.05437 -0.30320 -0.10481
H 5.56886 -0.86799 -0.87659
H 5.62402 -0.64697 0.86798
H 7.52514 2.33959 0.67692
H 6.16980 3.19121 1.40454
H 6.71955 3.63073 -0.21341
H 3.50046 4.82931 2.51055
H 3.46193 6.24592 1.46007
H 4.79594 5.09642 1.33369
H 0.64038 5.10547 1.30532
H 0.22676 3.99578 -0.02358
H 0.83174 5.62686 -0.35676
H 3.63967 3.71770 -2.08313
H 4.22248 5.26872 -1.48895
H 2.57012 5.11741 -2.08694
H 2.76844 -1.13736 2.42604
H 3.44024 -1.01451 4.06522
H 4.50069 -1.13684 2.67131
H 1.60986 1.48351 4.33611
H 2.32023 3.04105 3.91183
H 3.08350 2.03989 5.14321
H 6.19632 1.28210 2.68861
H 5.61969 1.05617 4.33598
H 5.58378 2.66336 3.61660
```

multiplicity: 2
gap between HOMO and LUMO (spin up / spin down): 7.6 / 7.5 eV
total energy: -4661.99932 Eh
expectation value of S²: 0.75
E_LUMO (spin up / spin down): -2.6 / -2.9 eV
M: 883.538 g mol⁻¹
relative energy (zero: lowest compared OMol25 entry of this formula, charge and spin): 37.84 kcal per mole
charge: +1

***

No. 5
DFT (the ωB97M-V functional and the def2-TZVPD basis) results for a structure of composition C33H44Cl3FGeN5SSi4Tl.

```
93
Properties=species:S:1:pos:R:3
Tl 0.38711 1.42857 -1.21070
S 3.43744 -8.52419 -2.06536
N 3.31346 -7.11752 -2.85373
C 2.79060 -6.24556 -2.00882
C 2.51157 -4.85113 -2.29105
C 2.76119 -4.28044 -3.53966
C 2.47530 -2.95405 -3.72712
C 1.97448 -2.22267 -2.64763
N 1.72998 -2.74287 -1.45565
C 1.97421 -4.04993 -1.27239
C 1.63905 -4.64584 0.05161
N 1.04303 -3.86430 0.96028
C 0.75462 -4.38200 2.14092
C 1.02818 -5.70107 2.50454
C 1.61699 -6.51998 1.57328
C 1.92593 -5.99445 0.32066
C 2.51820 -6.80118 -0.72843
N 2.83811 -8.07979 -0.62954
H 3.16476 -4.89626 -4.33298
H 2.62112 -2.46241 -4.67770
H 1.73461 -1.17171 -2.77569
H 0.26858 -3.71550 2.84425
H 0.76713 -6.06050 3.49020
H 1.84036 -7.55827 1.78177
N -1.84762 -0.21373 -1.17234
C -2.03231 -1.18786 -2.17003
C -2.76215 -0.89391 -3.31793
C -2.88454 -1.84225 -4.32038
C -2.28171 -3.08602 -4.19574
C -1.54465 -3.37048 -3.05513
C -1.41953 -2.43122 -2.04426
H -2.63051 0.40901 -1.03387
H -1.53298 -0.59066 -0.28911
H -3.19551 0.09132 -3.43984
H -3.43301 -1.59196 -5.21934
H -2.36344 -3.81500 -4.99082
H -1.04807 -4.32820 -2.95295
H -0.82549 -2.64433 -1.16281
F -1.96033 7.15969 -2.99014
C -1.46012 5.93435 -2.66922
C -2.29263 5.01140 -2.07111
C -1.75612 3.77223 -1.73441
C -0.42662 3.43597 -1.98643
C 0.36039 4.40358 -2.61006
C -0.13963 5.65761 -2.95056
H -3.32580 5.26812 -1.87298
H -2.41257 3.05436 -1.24667
H 1.39512 4.18722 -2.85198
H 0.47542 6.40880 -3.42979
Cl 1.95721 1.92399 -4.71760
Si 0.20794 0.83528 -4.10599
Cl -1.34050 1.90953 -5.10763
Cl 0.38943 -0.85194 -5.43490
C 2.17760 1.50685 4.21497
Si 1.98336 1.43136 2.33705
C 3.13522 2.72585 1.60077
C 2.54682 -0.27868 1.80237
Ge -0.21774 1.86414 1.54194
Si -1.69714 0.43103 2.72824
C -0.98789 -1.30692 2.86043
C -3.40601 0.31612 1.92681
C -2.00842 1.03271 4.49075
Si -0.83015 4.09687 2.10967
C -2.69497 4.33381 1.98866
C 0.04172 5.38686 1.06162
C -0.37351 4.46927 3.90556
H 3.19171 1.21280 4.50176
H 1.47919 0.83087 4.71422
H 1.99756 2.51231 4.59810
H 4.17414 2.53349 1.88327
H 2.86810 3.72602 1.94870
H 3.07796 2.72857 0.50983
H 3.62309 -0.40058 1.95642
H 2.32686 -0.47756 0.75187
H 2.03818 -1.04994 2.38869
H -0.59234 -1.67456 1.90890
H -1.73903 -2.01477 3.22249
H -0.15776 -1.30046 3.57374
H -3.42247 -0.38368 1.09001
H -3.73850 1.28971 1.56067
H -4.14010 -0.03462 2.65783
H -1.07655 1.23260 5.02286
H -2.57428 0.28538 5.05545
H -2.59096 1.95710 4.48185
H -3.04960 4.21464 0.96535
H -2.96525 5.33867 2.32534
H -3.22109 3.61502 2.62090
H 0.00878 5.14440 -0.00033
H 1.08869 5.47431 1.36096
H -0.42962 6.36405 1.20081
H -0.87418 3.79580 4.60311
H -0.65903 5.49554 4.15762
H 0.70187 4.37373 4.06372
```

multiplicity: 2
gap between HOMO and LUMO (spin up / spin down): 4.5 / 6.0 eV
total energy: -6844.00135 Eh
expectation value of S²: 0.76
E_LUMO (spin up / spin down): 1.2 / 1.2 eV
M: 1057.511 g mol⁻¹
relative energy (zero: lowest compared OMol25 entry of this formula, charge and spin): 0.00 kcal per mole
charge: -1